Record 1
Computed, not measured: a single C25H25NO6 molecule, with wB97M-V/def2-TZVPD.

The geometry in XYZ format:
```
57
Properties=species:S:1:pos:R:3
O -2.319 2.166 1.499
O -6.825 -3.217 1.290
O -2.841 2.607 -0.640
O 3.879 -0.089 -1.173
O 4.549 -2.410 0.338
O 0.275 3.978 0.329
N 0.988 -0.147 -0.444
C -4.008 0.875 0.428
C -4.264 0.108 1.561
C 6.043 -1.085 1.632
C 5.130 -1.187 0.591
C 6.376 1.234 1.122
C -0.031 -0.280 -1.364
C -4.723 0.630 -0.742
C -0.318 -1.555 -2.077
C -5.935 -1.134 0.359
C -1.846 3.619 -0.663
C -6.990 -2.212 0.321
C 1.944 -1.172 -0.137
C -5.221 -0.886 1.526
C 1.911 1.576 1.120
C 6.658 0.122 1.900
C 5.455 1.147 0.096
C 3.955 -2.479 -0.935
C 4.814 -0.058 -0.167
C -0.701 0.903 -1.429
C 3.075 -1.247 -1.186
C 0.981 1.113 0.063
C -0.447 3.170 -0.218
C -2.973 1.933 0.512
C -0.072 1.807 -0.526
C -5.674 -0.369 -0.773
H 4.731 -2.521 -1.712
H -4.528 1.226 -1.620
H -3.703 0.312 2.461
H -1.802 3.961 -1.700
H 6.865 2.175 1.320
H 0.503 -1.854 -2.728
H 1.604 2.569 1.437
H 1.439 -2.142 -0.102
H -7.968 -1.766 0.532
H 6.256 -1.969 2.211
H 7.366 0.193 2.710
H -1.208 -1.423 -2.687
H -2.142 4.452 -0.016
H -5.959 -3.623 1.173
H 3.370 -3.400 -0.956
H 2.933 1.636 0.749
H -1.536 1.114 -2.066
H -7.032 -2.649 -0.689
H -5.432 -1.474 2.408
H -0.506 -2.366 -1.372
H 2.648 -1.286 -2.193
H 1.893 0.907 1.981
H 2.382 -0.972 0.843
H 5.209 2.000 -0.517
H -6.228 -0.559 -1.681
```

Values from the calculation:
SMILES string: Cc1cc(C(=O)COC(=O)c2ccc(CO)cc2)c(C)n1C[C@@H]1COc2ccccc2O1
Relative energy (zero: lowest compared OMol25 entry of this formula, charge and spin) (kcal/mol): 49.67



Record 2
Computed, not measured: a molecular structure, C25H26AsFN2O3PtS in a non-equilibrium geometry, with wB97M-V/def2-TZVPD.

The geometry in XYZ format:
```
60
Properties=species:S:1:pos:R:3
Pt -0.683 0.127 -0.088
As -1.135 -0.569 2.770
S -2.585 1.500 -1.732
F 1.749 -0.760 -6.397
O -3.793 1.150 -2.394
O -2.610 1.584 -0.277
O -0.074 0.357 1.823
N 1.271 -1.159 -1.052
N -1.472 0.226 -1.929
C -0.524 -1.806 -2.942
C -1.163 -0.429 -3.050
C 3.021 -2.772 -2.655
C -0.349 -0.905 -5.183
C -2.916 -0.644 1.984
C 0.876 -1.633 -2.385
C -0.313 -2.339 2.778
C -1.952 3.063 -2.328
C 1.252 -0.784 -5.129
C -0.836 6.968 -3.617
C -0.427 4.494 -3.475
C -0.791 3.222 -3.062
C 1.291 -2.273 -4.563
C -0.246 -2.222 -4.402
C 1.839 0.376 -4.400
C 1.407 -0.290 -2.164
C 1.851 -2.370 -3.201
C 1.981 0.587 -3.036
C -1.241 0.241 4.531
C -2.360 5.420 -2.377
C 3.213 -2.581 -1.242
C 2.389 -1.820 -0.491
C -1.105 0.033 -4.339
C -1.210 5.609 -3.154
C -2.736 4.153 -1.973
H 3.798 -3.245 -3.235
H -1.707 1.225 4.425
H -3.627 3.995 -1.388
H -1.846 -0.381 5.194
H -0.161 6.928 -4.468
H -1.125 -2.506 -2.359
H 0.694 -2.248 3.195
H -0.650 -0.951 -6.227
H -0.239 0.368 4.950
H -0.176 2.368 -3.310
H -3.257 0.379 1.808
H -2.956 6.273 -2.089
H 0.478 4.637 -4.047
H 1.684 -2.952 -5.317
H -2.879 -1.174 1.027
H -0.242 -2.683 1.741
H -0.331 7.514 -2.815
H -0.890 -3.047 3.370
H -1.499 0.972 -4.682
H -0.827 -3.066 -4.757
H 2.535 -1.655 0.566
H 2.253 1.111 -5.074
H 2.484 1.481 -2.693
H -3.611 -1.151 2.653
H 4.070 -3.040 -0.773
H -1.722 7.546 -3.874
```

Values from the calculation:
Relative energy (zero: lowest compared OMol25 entry of this formula, charge and spin) (kcal/mol): 151.52
Total charge: +2



Record 3
Computed, not measured: a molecular structure, C25H26BaF2INO5S in a non-equilibrium geometry, with wB97M-V/def2-TZVPD.

The geometry in XYZ format:
```
62
Properties=species:S:1:pos:R:3
Ba -4.268 6.905 -0.293
I -4.752 4.436 -0.335
S 1.944 0.581 2.409
F 2.832 -2.316 2.930
F -0.529 1.386 -3.642
O -4.043 -0.702 -3.190
O 3.954 0.892 -0.356
O -2.609 -2.377 -2.515
O -1.909 2.955 -4.496
O -2.918 3.092 1.646
N -1.032 0.649 1.946
C 0.636 -3.455 2.666
C -2.935 -1.708 1.800
C -0.963 2.042 -0.220
C 5.248 -1.075 0.346
C -0.173 2.808 -1.226
C 1.183 1.470 0.996
C -0.825 3.579 -2.434
C 0.904 -0.934 2.431
C -1.397 -1.911 2.130
C -0.805 -3.251 2.364
C -2.981 -1.275 -3.271
C -0.540 -0.695 2.161
C -2.531 1.965 -0.409
C 5.266 0.511 0.129
C -1.156 2.627 -3.644
C -0.310 1.363 0.935
C 1.473 -2.253 2.690
C -2.626 -2.073 -1.089
C -3.638 -2.984 1.200
C -3.231 3.041 0.525
C 1.305 2.889 -1.130
C 1.980 2.198 -0.006
C -3.300 -3.271 -0.325
C 6.483 -1.780 -0.383
C 3.550 2.164 0.189
H -3.380 -3.908 1.782
H 4.069 3.010 -0.346
H -4.285 -3.472 -0.848
H -2.042 0.685 1.816
H 1.918 3.449 -1.878
H 5.166 -1.363 1.427
H 6.347 -2.897 -0.268
H -2.810 0.901 -0.128
H 1.097 -4.449 2.869
H -1.547 -1.933 -0.776
H 4.331 -1.481 -0.182
H 7.471 -1.473 0.058
H 5.985 0.675 -0.735
H -2.766 2.072 -1.501
H 5.568 1.069 1.053
H -3.118 -0.783 1.184
H -4.749 -2.833 1.314
H -2.245 -0.887 -4.036
H -0.113 4.371 -2.808
H -1.742 4.142 -2.081
H -3.423 -1.511 2.806
H -1.414 -4.195 2.332
H -3.136 -1.084 -0.892
H -2.692 -4.209 -0.487
H 6.442 -1.598 -1.500
H 3.779 2.208 1.298
```

Values from the calculation:
Total charge: +2



Record 4
Computed, not measured: a molecular structure, C25H26Cl3N7O2S2SiTc, with wB97M-V/def2-TZVPD.

The geometry in XYZ format:
```
67
Properties=species:S:1:pos:R:3
Tc -0.036 -0.075 0.576
Cl -1.514 -1.399 4.940
Cl -1.343 -3.774 3.279
Cl 0.618 -3.288 5.341
S 1.949 -4.273 0.075
S 2.124 0.867 1.259
Si -2.523 1.812 2.124
O 1.638 -1.893 3.049
O -0.313 -1.131 2.237
N -2.435 -2.859 -1.359
N 0.861 -1.999 -0.057
N -1.556 -1.011 -0.551
N 3.517 0.746 3.480
N -1.115 1.534 1.015
N 1.245 1.059 3.809
N 0.076 1.447 -0.844
C -3.388 0.562 -1.368
C -1.839 2.302 3.759
C 0.679 1.842 -1.976
C -0.694 2.266 -0.077
C -0.408 -2.533 4.147
C -3.340 -1.838 -1.655
C 1.509 0.849 -2.731
C -0.887 3.588 -0.443
C -4.546 -1.855 -2.343
C 1.486 1.086 5.114
C 3.784 0.771 4.802
C -4.586 0.557 -2.051
C 2.264 0.872 2.981
C -2.769 -0.668 -1.163
C 1.997 -2.587 0.209
C -5.161 -0.635 -2.526
C 0.491 3.145 -2.391
C 2.755 0.938 5.676
C -3.421 0.195 2.236
C -0.120 -2.928 -0.373
C 0.296 -4.212 -0.352
C -0.283 4.006 -1.617
C -1.400 -2.319 -0.719
C 0.441 -1.782 3.080
C -3.622 3.097 1.368
H 2.530 1.214 -2.852
H -3.308 4.123 1.572
H 4.273 0.609 2.819
H -4.622 2.973 1.792
H -4.159 0.236 3.043
H -1.474 4.254 0.172
H 0.953 3.483 -3.308
H -3.958 -0.020 1.308
H -2.645 2.336 4.499
H 1.538 -0.112 -2.218
H 2.919 0.962 6.742
H 2.887 -2.049 0.500
H -6.102 -0.593 -3.056
H -4.981 -2.772 -2.717
H -0.408 5.034 -1.936
H 0.620 1.235 5.752
H -2.947 1.484 -1.019
H -5.095 1.494 -2.232
H 1.098 0.695 -3.730
H -3.710 2.971 0.287
H -2.739 -0.631 2.456
H 4.818 0.654 5.093
H -1.350 3.280 3.744
H -1.111 1.550 4.064
H -2.550 -3.835 -1.584
H -0.270 -5.110 -0.544
```

Values from the calculation:
⟨S²⟩: 3.7711
Spin multiplicity: 4
Relative energy (zero: lowest compared OMol25 entry of this formula, charge and spin) (kcal/mol): 3.04
Total charge: +2



Record 5
Computed, not measured: a molecular structure, C25H26F3IN2O2S in a non-equilibrium geometry, with wB97M-V/def2-TZVPD.

The geometry in XYZ format:
```
60
Properties=species:S:1:pos:R:3
I -0.689 0.259 2.452
S -3.058 1.042 0.506
F -4.045 3.266 -0.098
F -5.649 1.756 -0.311
F -4.180 2.024 -1.919
O -4.576 0.233 1.241
O 2.096 -1.068 1.112
N 1.600 1.347 -0.250
N 4.574 4.225 -0.166
C -3.140 -1.562 0.915
C -4.360 2.018 -0.581
C 1.534 -2.428 -2.052
C -2.272 -3.192 -0.663
C 4.800 5.144 -1.266
C -5.416 -1.907 1.911
C -2.686 -0.578 0.041
C -2.941 -2.890 0.531
C 3.245 2.586 0.995
C 2.560 3.310 -1.203
C 0.822 0.197 -0.419
C 1.171 -4.759 -0.547
C 1.678 2.273 -1.267
C 1.316 -2.327 -0.676
C -1.747 -2.168 -1.439
C 1.420 -1.009 0.071
C 1.488 -3.673 -2.694
C 1.229 -3.509 0.074
C 1.277 -4.840 -1.944
C -1.902 -0.847 -1.067
C 2.318 1.584 0.895
C -3.857 -0.651 3.305
C 3.490 3.409 -0.130
C -4.192 -0.998 1.861
C 5.649 4.089 0.803
H 1.026 -5.659 0.058
H 0.374 0.167 -1.407
H 6.062 3.071 0.807
H 3.896 5.742 -1.479
H 1.059 2.084 -2.146
H -6.282 -1.385 2.328
H 5.138 4.633 -2.182
H 1.589 -3.740 -3.784
H -4.818 -0.522 3.838
H -3.347 -3.702 1.140
H -1.502 0.022 -1.572
H 1.201 -3.443 1.156
H 2.624 4.006 -2.032
H -1.229 -2.387 -2.363
H 6.455 4.769 0.510
H 1.746 -1.534 -2.626
H 2.163 0.899 1.718
H -3.258 -1.423 3.802
H -3.322 0.297 3.409
H 3.807 2.663 1.922
H 5.599 5.835 -0.964
H -5.211 -2.785 2.542
H -2.170 -4.229 -0.990
H 5.319 4.344 1.815
H 1.213 -5.810 -2.434
H -5.689 -2.268 0.915
```

Values from the calculation:
Relative energy (zero: lowest compared OMol25 entry of this formula, charge and spin) (kcal/mol): 39.23



Record 6
Computed, not measured: a single C25H26FN3OS molecule, with wB97M-V/def2-TZVPD.

The geometry in XYZ format:
```
57
Properties=species:S:1:pos:R:3
S -5.066 -0.291 -0.411
F 1.780 2.903 -0.834
O -2.861 2.788 0.050
N -2.275 0.582 0.150
N 3.250 0.516 -0.900
N 5.413 -0.484 0.717
C 8.882 0.613 0.012
C 7.521 0.671 0.251
C -6.817 -0.380 -0.151
C -11.066 -0.797 0.258
C 8.803 -1.768 0.077
C 7.447 -1.719 0.325
C -8.857 0.164 0.977
C -4.570 1.197 0.530
C -0.191 1.781 -0.332
C 6.768 -0.497 0.408
C 1.899 0.527 -0.603
C 9.534 -0.602 -0.085
C -0.902 0.606 -0.115
C 4.159 1.429 -0.232
C -0.213 -0.601 -0.163
C 4.733 0.754 1.026
C -9.580 -0.661 0.128
C -3.144 1.622 0.199
C 1.146 -0.637 -0.394
C 1.161 1.722 -0.581
C -7.527 -1.215 -1.008
C 4.511 -1.397 0.045
C -8.891 -1.352 -0.865
C -7.485 0.306 0.850
C 3.924 -0.725 -1.211
H 3.899 0.507 1.696
H 3.706 -1.655 0.743
H -9.434 -2.001 -1.536
H -9.368 0.707 1.759
H 3.248 -1.396 -1.740
H -11.563 -0.214 -0.518
H -2.664 -0.345 0.260
H -6.958 0.949 1.537
H -5.244 2.014 0.278
H -6.997 -1.749 -1.782
H 6.912 -2.643 0.479
H -0.747 -1.528 -0.008
H 4.968 1.667 -0.930
H 4.754 -0.479 -1.885
H -0.686 2.738 -0.330
H 9.296 -2.727 0.019
H 3.657 2.351 0.044
H -11.370 -1.835 0.140
H -4.634 0.973 1.598
H 5.404 1.425 1.560
H 7.053 1.641 0.304
H 5.031 -2.308 -0.243
H 10.595 -0.643 -0.278
H -11.407 -0.437 1.225
H 9.434 1.534 -0.109
H 1.631 -1.599 -0.405
```

Values from the calculation:
SMILES string: Cc1ccc(SCC(=O)Nc2ccc(N3CCN(c4ccccc4)CC3)c(F)c2)cc1
Relative energy (zero: lowest compared OMol25 entry of this formula, charge and spin) (kcal/mol): 27.19



Record 7
Computed, not measured: a molecular structure, C25H26IN7O2S2SeYb in a non-equilibrium geometry, with wB97M-V/def2-TZVPD.

The geometry in XYZ format:
```
65
Properties=species:S:1:pos:R:3
Yb 10.936 11.478 9.039
I 7.070 15.770 6.670
Se 6.293 11.950 8.707
S 10.296 13.433 11.380
S 13.492 11.357 7.737
O 10.051 10.868 6.945
O 10.395 7.211 9.568
N 12.908 10.589 10.853
N 10.389 13.714 8.375
N 5.191 11.148 11.351
N 10.402 9.079 8.209
N 9.819 6.927 7.413
N 9.664 10.500 11.436
N 10.956 14.049 7.174
C 9.124 11.252 12.507
C 5.593 11.553 10.315
C 7.922 11.290 14.627
C 14.727 13.804 11.388
C 13.862 12.208 9.179
C 12.066 10.516 12.092
C 9.283 8.777 6.030
C 10.218 7.765 8.476
C 10.818 9.650 11.888
C 9.136 14.181 8.365
C 9.954 5.482 7.641
C 8.603 9.656 10.854
C 8.114 12.667 14.713
C 8.357 10.644 13.499
C 10.057 14.654 6.391
C 14.671 13.365 9.019
C 9.921 9.618 7.078
C 8.856 14.814 7.123
C 13.927 12.713 11.577
C 9.271 7.433 6.270
C 15.146 14.079 10.114
C 13.715 9.448 10.526
C 13.538 11.844 10.546
C 9.404 12.669 12.609
C 8.835 13.349 13.739
H 14.983 13.590 8.000
H 9.034 14.424 13.904
H 8.396 8.711 11.436
H 15.818 14.902 9.947
H 11.740 11.552 12.296
H 12.718 10.189 12.967
H 14.442 9.191 11.373
H 10.228 14.998 5.377
H 7.497 10.780 15.512
H 11.935 13.852 6.901
H 15.071 14.416 12.238
H 9.010 5.101 8.105
H 8.172 9.573 13.496
H 7.656 10.241 10.814
H 13.589 12.540 12.606
H 13.047 8.604 10.347
H 10.546 9.197 12.852
H 8.578 14.108 9.306
H 10.925 8.932 11.102
H 8.847 9.180 5.140
H 14.256 9.612 9.592
H 8.943 6.660 5.635
H 7.788 13.124 15.666
H 10.811 5.327 8.319
H 8.971 9.434 9.839
H 10.096 4.921 6.680
```

Values from the calculation:
⟨S²⟩: 0.7508
Spin multiplicity: 2
Relative energy (zero: lowest compared OMol25 entry of this formula, charge and spin) (kcal/mol): 0.00
Total charge: -1



Record 8
Computed, not measured: a single C25H26N2O6S molecule in a non-equilibrium geometry, with wB97M-V/def2-TZVPD.

The geometry in XYZ format:
```
60
Properties=species:S:1:pos:R:3
S -6.433 1.697 0.478
O -5.800 2.647 1.338
O -4.461 -0.670 -1.890
O -5.743 1.777 -1.002
O 1.791 -2.358 -1.279
O 4.206 0.024 -0.234
O -7.833 1.796 0.235
N 0.363 -0.017 -0.876
N 1.686 -0.150 -0.720
C 7.118 1.899 0.829
C 6.553 -0.653 -0.138
C 2.324 -1.333 -0.936
C -5.138 -2.546 1.401
C -1.612 1.291 -0.791
C 7.866 -0.302 0.168
C -4.371 1.626 -1.012
C -6.407 -2.296 0.890
C -4.656 -3.947 1.611
C 3.836 -1.248 -0.707
C 5.819 1.540 0.521
C -0.185 1.105 -0.639
C -4.720 -0.172 1.474
C -2.413 0.262 -1.279
C -3.788 0.411 -1.409
C 8.136 0.967 0.648
C 8.959 -1.308 -0.027
C -5.976 0.046 0.945
C 7.438 3.267 1.349
C -6.829 -0.999 0.653
C -3.569 2.666 -0.558
C -5.671 -0.482 -2.600
C -4.304 -1.472 1.700
C 5.532 0.264 0.037
C -2.203 2.511 -0.454
H 8.992 -1.636 -1.065
H -6.525 -0.346 -1.934
H -3.319 -1.657 2.100
H -7.806 -0.777 0.255
H -4.091 0.673 1.705
H 9.926 -0.889 0.237
H -1.596 3.327 -0.092
H 5.006 2.238 0.650
H 9.152 1.244 0.887
H -1.960 -0.677 -1.553
H -5.804 -1.394 -3.182
H -3.931 -4.203 0.840
H 6.357 -1.646 -0.511
H -5.477 -4.657 1.561
H -4.053 3.581 -0.255
H 0.398 1.973 -0.303
H 4.326 -1.476 -1.664
H 4.106 -2.035 0.010
H -4.162 -4.043 2.575
H 6.538 3.867 1.451
H 2.253 0.647 -0.418
H 8.780 -2.186 0.593
H 8.122 3.778 0.673
H -5.605 0.376 -3.274
H -7.066 -3.122 0.665
H 7.923 3.198 2.322
```

Values from the calculation:
SMILES string: COc1cc(/C=N/NC(=O)COc2cc(C)cc(C)c2)ccc1OS(=O)(=O)c1ccc(C)cc1
Relative energy (zero: lowest compared OMol25 entry of this formula, charge and spin) (kcal/mol): 42.34



no.,molar mass (g/mol),calculated total energy (eV)
1,435.5,-40105.96550
2,723.6,-113085.06431
3,754.8,-63116.08946
4,753.1,-110178.24792
5,602.5,-60505.16200
6,435.6,-46417.93775
7,899.6,-167523.86927
8,482.6,-52446.05243